Record 1
ORCA calculation (ωB97M-V/def2-TZVPD) on a molecular structure, C46H41NOPPdTe.

Last column: Mulliken charge in e.
Element x y z (Å)
Pd -0.23413 0.71501 -0.00916  -0.0552
C 0.78561 -0.27339 -2.99927  -1.4887
C 2.23223 -0.12965 -2.54025  0.4582
C 2.68159 1.33203 -2.47967  -1.3990
C 2.45741 -0.85305 -1.20241  -0.5150
C 3.94506 -0.98397 -0.84730  -0.6664
O 4.01748 -0.57917 0.52928  -0.4473
C 2.80853 -0.11037 0.88099  0.0871
N 1.88750 -0.18350 -0.00781  0.7493
C 2.76077 0.34942 2.29467  -0.4783
C 3.99320 0.38516 2.95789  -0.6663
C 4.08286 0.66752 4.30790  -0.9590
C 2.92921 0.89407 5.04045  -0.8239
C 1.70478 0.88543 4.39566  -0.7713
C 1.59567 0.64510 3.02500  0.5371
P -0.08776 0.71941 2.32760  1.7502
C -0.85818 2.08058 3.24936  0.6184
C -2.21218 2.05506 3.58357  -0.6808
C -2.79224 3.13528 4.23318  -0.5529
C -2.03331 4.25086 4.55216  -0.9549
C -0.68897 4.29021 4.20778  -0.5005
C -0.10578 3.21477 3.55665  -0.3140
C -0.84040 -0.86543 2.82598  1.6286
C -2.16176 -1.15830 2.47385  -0.0084
C -2.71022 -2.39424 2.77074  -1.1200
C -1.94450 -3.36506 3.39900  -0.8508
C -0.62463 -3.09536 3.72772  -0.9949
C -0.07275 -1.85575 3.44157  -0.9979
H 0.60492 0.26575 -3.92852  0.4661
H 0.11984 0.13626 -2.23598  0.0359
H 0.51028 -1.31962 -3.13740  0.3999
H 2.86768 -0.65833 -3.25914  0.4376
H 2.31869 1.81470 -1.56883  -0.0190
H 2.29700 1.88845 -3.33557  0.4681
H 3.76660 1.43673 -2.48795  0.3861
H 1.98926 -1.84048 -1.26317  0.6578
H 4.57693 -0.31454 -1.42919  0.3504
H 4.32500 -1.99939 -0.92658  0.2887
H 4.89381 0.17267 2.40462  0.5340
H 5.05218 0.68797 4.78649  0.4443
H 2.97671 1.07964 6.10468  0.4614
H 0.80696 1.07128 4.96956  0.6968
H -2.81969 1.19267 3.36005  0.3576
H -3.84041 3.09559 4.49635  0.4841
H -2.48600 5.08739 5.06761  0.4119
H -0.08950 5.15892 4.44578  0.4220
H 0.94733 3.26056 3.30195  0.3017
H -2.75511 -0.44207 1.92106  0.4818
H -3.73202 -2.60440 2.48378  0.4669
H -2.37138 -4.33426 3.61893  0.4171
H -0.01778 -3.85070 4.20859  0.4707
H 0.95928 -1.66749 3.70593  0.4063
Te -0.26913 3.12689 -1.17938  0.6442
C 1.37576 4.19014 -0.38792  -0.0601
C 2.03590 3.70665 0.73746  0.2026
C 3.12750 4.39669 1.24672  -0.7610
C 3.55290 5.56599 0.63239  -0.6925
C 2.89497 6.04221 -0.49450  -0.6914
C 1.80871 5.35273 -1.01295  -0.6952
C -1.78473 4.39037 -0.43425  -0.2242
C -2.63102 4.98079 -1.36635  -0.4917
C -3.65190 5.81755 -0.93606  -0.7035
C -3.81653 6.06594 0.41926  -0.7252
C -2.96368 5.47753 1.34455  -0.3758
C -1.94818 4.63351 0.92239  0.4595
H 1.70134 2.78332 1.20531  0.5610
H 3.64438 4.02135 2.12068  0.5327
H 4.40128 6.10695 1.02897  0.4235
H 3.23118 6.95036 -0.97580  0.4100
H 1.30275 5.72446 -1.89522  0.4932
H -2.50175 4.78844 -2.42401  0.4182
H -4.31204 6.27568 -1.65984  0.4170
H -4.60880 6.72098 0.75532  0.4159
H -3.09059 5.67166 2.40156  0.4182
H -1.29254 4.17030 1.64718  0.1924
C -3.22398 -3.77674 -1.02284  -0.6292
C -1.87527 -3.37458 -0.93646  -1.0253
C -1.56026 -2.05812 -0.75199  -0.1359
C -2.56559 -1.06423 -0.63290  1.2472
C -2.26040 0.30820 -0.37414  -0.7900
C -3.29038 1.19524 -0.20442  0.9120
C -4.64205 0.78730 -0.29444  -1.2412
C -4.95075 -0.51770 -0.54284  -0.9058
C -3.92180 -1.47846 -0.70877  0.8162
C -4.21933 -2.84823 -0.91504  -0.9712
H -3.46511 -4.82000 -1.17516  0.4292
H -1.08939 -4.11465 -1.01323  0.4630
H -0.51504 -1.76695 -0.67479  0.5753
H -3.09150 2.23371 0.02847  0.3713
H -5.42670 1.52063 -0.15750  0.4762
H -5.98248 -0.84114 -0.60735  0.4046
H -5.25881 -3.14654 -0.97911  0.4240

Computed properties:
HOMO-LUMO gap (spin up / spin down)	7.0 / 5.8	eV
spin multiplicity	3
LUMO (spin up / spin down)	-0.09778 / -0.15528	Ha
calculated total energy	-2644.526034	hartree
relative energy (zero: lowest compared OMol25 entry of this formula, charge and spin)	0.0	kcal per mole
net charge	+1

Record 2
ORCA calculation (ωB97M-V/def2-TZVPD) on a molecular structure, C46H42As2N5Rb.

Last column: Mulliken charge in e.
Element x y z (Å)
Rb 0.49727 -0.84808 -0.04758  0.6577
C 5.13291 -0.59108 5.48155  -1.5567
C 3.81964 -0.44704 4.75410  0.6677
C 2.68079 -1.14870 5.15260  -1.0172
C 1.48785 -1.05424 4.46698  -0.2620
C 1.32625 -0.24121 3.31861  0.0637
N 0.17915 -0.22452 2.56926  0.5464
C -1.03126 -0.27924 3.20413  -0.7936
C -1.31541 0.35317 4.43788  -0.0507
C -2.58601 0.39764 4.97536  -0.9778
C -3.68609 -0.18204 4.34038  0.6175
C -5.07862 -0.07986 4.90929  -1.5171
C -3.43361 -0.83538 3.14795  -0.0195
C -2.15357 -0.89434 2.60960  -0.4062
N -2.00421 -1.66332 1.39769  0.6319
C -1.58038 -2.94223 1.31252  -0.2701
C -1.69642 -3.33026 -0.00728  -0.8860
C -2.23094 -2.19766 -0.65246  -0.3860
N -2.41252 -1.19392 0.20121  -0.3914
C 2.48177 0.48215 2.95204  -0.5795
C 3.68515 0.36804 3.64514  -0.0496
N 2.44612 1.45185 1.89076  1.0044
C 2.49484 2.79279 2.05526  -0.4124
C 2.58168 3.36448 0.80791  -0.9635
C 2.59366 2.26835 -0.06954  -0.0874
N 2.51439 1.11583 0.58757  -0.6746
H 4.97498 -0.86125 6.52668  0.3844
H 5.70559 0.33736 5.46174  0.3531
H 5.75934 -1.36843 5.03625  0.2697
H 2.73481 -1.79526 6.02348  0.3571
H 0.62999 -1.62209 4.80714  0.4910
H -0.50214 0.84315 4.96036  0.4896
H -2.73300 0.91444 5.91898  0.3638
H -5.05407 0.04128 5.99302  0.3838
H -5.66678 -0.97172 4.68796  0.3628
H -5.61949 0.77636 4.49792  0.2654
H -4.23713 -1.32652 2.60793  0.3965
H -1.22935 -3.44989 2.19542  0.4523
H -1.44539 -4.28502 -0.43567  0.4445
H -2.44004 -2.04206 -1.69978  0.4263
H 4.52779 0.95708 3.29583  0.4120
H 2.45738 3.22244 3.04248  0.5230
H 2.61198 4.41615 0.57357  0.5195
H 2.65512 2.25150 -1.14745  0.2935
C -0.86747 1.74389 -1.13893  0.9425
C -0.51209 1.99090 -2.59704  0.4067
As 0.05375 0.32796 -3.51100  0.7912
C 1.99603 0.52990 -3.37667  0.0627
C 2.65736 1.65963 -3.86080  -0.2778
C 4.02864 1.79211 -3.70786  -0.6978
C 4.75985 0.79708 -3.06518  -0.4269
C 4.11833 -0.33493 -2.59158  -0.6949
C 2.74267 -0.47055 -2.75763  -0.5518
C -0.15858 0.89732 -5.36574  0.0814
C 0.70460 0.36637 -6.32428  -0.5570
C 0.55576 0.68451 -7.66614  -0.6669
C -0.46721 1.53406 -8.07142  -0.4379
C -1.34001 2.05312 -7.12650  -0.6238
C -1.18865 1.73453 -5.78142  -0.3655
As -1.90997 3.10076 -0.13024  0.3152
C -0.78984 4.68382 -0.38160  0.0172
C -0.35558 5.19482 -1.60578  0.2091
C 0.50069 6.28602 -1.65449  -0.8621
C 0.93016 6.89024 -0.47743  -0.4602
C 0.49644 6.39945 0.74525  -0.7177
C -0.35534 5.30184 0.78896  -0.5352
C -3.25375 3.33043 -1.53361  -0.0967
C -3.93165 2.16879 -1.91632  -0.1696
C -4.90523 2.21053 -2.90356  -0.7349
C -5.23139 3.41834 -3.51140  -0.5126
C -4.58313 4.57947 -3.11698  -0.5821
C -3.59925 4.53526 -2.13216  -0.1674
H 0.01818 1.54976 -0.53091  -1.6391
H -1.51901 0.86738 -1.05276  0.1132
H 0.26445 2.74577 -2.71442  0.3167
H -1.39414 2.33360 -3.13450  -0.1087
H 2.09451 2.43716 -4.36447  0.4153
H 4.53178 2.67459 -4.08328  0.3964
H 5.82934 0.90675 -2.93747  0.3896
H 4.68089 -1.11254 -2.09113  0.4316
H 2.25856 -1.36970 -2.39332  0.7416
H 1.51092 -0.29140 -6.02223  0.3976
H 1.23928 0.26848 -8.39612  0.3840
H -0.58360 1.78575 -9.11781  0.3686
H -2.14587 2.70866 -7.43299  0.4172
H -1.89776 2.14225 -5.07142  0.3691
H -0.69594 4.74429 -2.53059  0.4900
H 0.83114 6.66893 -2.61227  0.4308
H 1.59600 7.74315 -0.51838  0.3728
H 0.81975 6.86626 1.66734  0.4028
H -0.67664 4.91394 1.74874  0.4153
H -3.70359 1.22098 -1.43768  0.4476
H -5.41568 1.29923 -3.19108  0.4153
H -5.99329 3.45268 -4.28016  0.3950
H -4.83922 5.52808 -3.57298  0.4240
H -3.10413 5.45195 -1.83743  0.4502

Computed properties:
HOMO-LUMO gap	6.3	eV
LUMO	0.00368	Ha
calculated total energy	-6547.485072	hartree
relative energy (zero: lowest compared OMol25 entry of this formula, charge and spin)	7.6	kcal per mole

> The lowest calculated total energy belongs to which entry?

C46H42As2N5Rb